1.
A gas-phase ion, C5H11N3O (charge +2) at a distorted geometry. Source: OMol25; level of theory: ωB97M-V/def2-TZVPD.

```
20
C5H11N3O ωB97M-V/def2-TZVPD
C -2.136 -0.697 -0.183
C -0.484 0.958 -0.051
C 0.394 -0.102 0.471
C 0.347 -0.451 1.886
C 1.913 -0.485 -1.410
N -1.751 0.673 -0.244
N -1.282 -1.578 -0.164
N 0.213 2.102 -0.259
O 1.370 -0.691 -0.108
H -3.260 -0.844 -0.165
H -0.620 -0.408 2.241
H 1.182 0.202 2.301
H 0.669 -1.491 1.956
H 2.875 -0.049 -1.277
H 1.168 -0.021 -2.123
H 2.238 -1.369 -2.047
H -2.365 1.456 -0.422
H -1.273 -2.531 0.032
H 1.004 2.389 0.268
H -0.202 2.937 -0.701
```

Calculated values
Multiplicity ... 1
Total charge ... +2
ΔE to the lowest compared entry with this formula, charge and spin ... 56.4 kcal per mole
E_HOMO ... -19.42 eV
Largest force on an atom ... 4.0 eV Å⁻¹
Molar mass ... 129.2 g mol⁻¹
LUMO ... -9.836 eV

Results of the natural (NBO) charge analysis, in e, for atoms 1 through 5: atom 1 (C): 0.318, atom 2 (C): 0.473, atom 3 (C): 0.646, atom 4 (C): -0.695, atom 5 (C): -0.325

=====

2.
C6H11N in the gas phase at a distorted geometry. Source: OMol25; level of theory: ωB97M-V/def2-TZVPD.

```
18
C6H11N ωB97M-V/def2-TZVPD
C 3.306 0.248 -0.066
C 1.908 -0.146 -0.356
C 0.913 0.753 -0.497
C -0.460 0.303 -0.738
C -1.519 0.912 -0.162
N -2.746 0.236 0.070
C -2.619 -1.091 0.718
H 4.151 -0.376 -0.405
H 3.571 0.205 1.023
H 3.653 1.230 -0.389
H 1.613 -1.191 -0.362
H 1.069 1.753 -0.087
H -0.472 -0.741 -1.018
H -1.281 1.848 0.344
H -3.321 0.222 -0.761
H -3.576 -1.602 0.671
H -1.875 -1.731 0.264
H -2.316 -0.831 1.750
```

Calculated values
SMILES ... C/C=C/C=C/NC
Multiplicity ... 1
Total charge ... 0
ΔE to the lowest compared entry with this formula, charge and spin ... 52.6 kcal per mole
E_HOMO ... -8.25 eV
Largest force on an atom ... 2.7 eV Å⁻¹
Molar mass ... 97.2 g mol⁻¹
LUMO ... 1.015 eV

Results of the natural (NBO) charge analysis, in e, for atoms 1 through 5: atom 1 (C): -0.666, atom 2 (C): -0.178, atom 3 (C): -0.219, atom 4 (C): -0.232, atom 5 (C): -0.002

=====

3.
16 unconnected molecules or ions with the total composition C40H122N10O16 at a distorted geometry. Source: OMol25; level of theory: ωB97M-V/def2-TZVPD.

```
188
C40H122N10O16 ωB97M-V/def2-TZVPD
O -0.033 -7.191 16.568
H -0.989 -7.215 16.601
H 0.201 -7.840 15.904
O -3.713 -6.669 14.666
H -4.159 -7.449 14.334
H -2.944 -6.575 14.103
O -3.534 -10.518 8.890
H -3.621 -10.483 9.843
H -4.435 -10.501 8.567
O -0.111 -7.077 11.610
H -0.684 -6.409 11.988
H 0.756 -6.672 11.601
O -1.898 -5.217 12.717
H -2.355 -4.433 12.412
H -1.737 -5.053 13.647
O -0.674 -9.597 12.130
H -0.479 -8.799 11.639
H -0.866 -10.251 11.457
C 0.149 -12.749 16.678
C -0.146 -14.243 17.183
C -1.644 -14.480 17.446
O -2.008 -13.685 18.542
C -3.376 -13.666 18.954
N 0.542 -15.186 16.252
H 1.185 -12.643 16.357
H 0.053 -12.092 17.542
H -0.369 -12.367 15.798
H 0.318 -14.498 18.136
H -1.782 -15.500 17.803
H -2.334 -14.254 16.633
H -4.017 -13.195 18.209
H -3.377 -13.114 19.894
H -3.765 -14.683 19.004
H 0.172 -16.115 16.396
H 1.549 -15.262 16.247
C -3.892 -11.445 13.878
C -3.919 -11.516 12.301
C -5.317 -12.196 11.817
O -5.315 -13.521 12.295
C -6.149 -14.307 11.507
N -3.744 -10.167 11.736
H -3.852 -12.488 14.194
H -4.722 -11.029 14.447
H -3.019 -10.875 14.197
H -3.148 -12.175 11.902
H -5.371 -12.168 10.728
H -6.166 -11.697 12.284
H -5.968 -15.332 11.830
H -5.894 -14.262 10.449
H -7.219 -14.192 11.685
H -4.356 -9.530 12.225
H -2.822 -9.839 11.988
C -0.059 -13.383 9.068
C -0.802 -12.762 10.286
C 0.068 -12.878 11.613
O 0.532 -14.184 11.747
C 1.140 -14.499 13.017
N -0.990 -11.305 10.020
H -0.432 -13.071 8.092
H -0.237 -14.454 8.970
H 0.991 -13.090 9.049
H -1.732 -13.317 10.410
H -0.589 -12.581 12.430
H 0.996 -12.308 11.663
H 1.250 -15.576 13.148
H 0.417 -14.199 13.775
H 2.061 -13.921 13.089
H -0.263 -10.818 9.517
H -1.787 -11.136 9.423
C 1.987 -9.562 3.028
C 1.292 -10.929 2.696
C -0.071 -11.093 3.431
O 0.109 -11.063 4.858
C -1.199 -11.164 5.506
N 1.228 -10.994 1.220
H 2.213 -9.631 4.092
H 1.430 -8.652 2.804
H 2.967 -9.446 2.564
H 1.881 -11.806 2.965
H -0.623 -11.983 3.126
H -0.651 -10.274 3.006
H -1.666 -12.141 5.382
H -1.784 -10.378 5.030
H -1.111 -11.081 6.589
H 0.967 -11.953 1.039
H 0.437 -10.545 0.780
C 1.991 -3.732 11.556
C 2.568 -4.162 12.911
C 2.542 -3.076 14.125
O 3.384 -3.366 15.185
C 3.580 -2.316 16.127
N 1.963 -5.431 13.389
H 2.290 -4.439 10.783
H 2.433 -2.780 11.261
H 0.904 -3.673 11.498
H 3.621 -4.347 12.701
H 1.550 -2.714 14.398
H 2.909 -2.170 13.643
H 3.859 -1.357 15.691
H 4.386 -2.746 16.721
H 2.785 -2.031 16.817
H 2.330 -6.147 12.778
H 2.362 -5.699 14.278
C -2.814 -7.508 9.276
C -1.861 -6.804 8.261
C -1.573 -7.604 7.003
O -0.743 -6.810 6.209
C -0.259 -7.457 4.970
N -2.567 -5.598 7.907
H -3.726 -7.928 8.852
H -3.076 -6.927 10.160
H -2.231 -8.368 9.605
H -0.929 -6.697 8.815
H -2.449 -7.977 6.472
H -1.000 -8.479 7.311
H 0.376 -6.790 4.387
H -1.109 -7.618 4.307
H 0.232 -8.417 5.134
H -1.863 -5.147 7.339
H -3.339 -5.715 7.267
C 4.981 -12.383 4.314
C 5.006 -11.414 5.444
C 5.130 -12.173 6.753
O 4.582 -11.356 7.820
C 3.146 -11.291 7.868
N 6.150 -10.509 5.180
H 5.866 -13.019 4.309
H 4.730 -11.862 3.390
H 4.160 -13.085 4.462
H 4.108 -10.798 5.408
H 6.159 -12.412 7.021
H 4.462 -13.026 6.634
H 2.709 -10.565 7.181
H 2.961 -10.940 8.883
H 2.609 -12.228 7.719
H 6.194 -9.851 5.945
H 6.995 -11.062 5.193
C 7.033 -10.589 14.911
C 7.388 -11.771 13.971
C 6.536 -11.665 12.626
O 5.175 -11.799 12.892
C 4.329 -11.948 11.740
N 8.790 -11.649 13.676
H 5.954 -10.558 15.061
H 7.322 -9.621 14.499
H 7.473 -10.593 15.909
H 7.220 -12.756 14.407
H 6.933 -12.542 12.116
H 6.715 -10.768 12.033
H 3.260 -11.868 11.935
H 4.508 -12.933 11.307
H 4.619 -11.255 10.950
H 8.991 -11.018 12.913
H 9.172 -11.213 14.502
C 1.823 -10.272 14.875
C 2.058 -8.830 14.278
C 2.753 -8.977 12.957
O 2.781 -7.786 12.212
C 3.505 -8.002 11.036
N 0.759 -8.231 14.150
H 2.672 -10.942 15.005
H 1.098 -10.784 14.243
H 1.513 -10.181 15.916
H 2.676 -8.249 14.963
H 2.221 -9.794 12.469
H 3.795 -9.249 13.123
H 4.427 -8.582 11.083
H 3.749 -7.029 10.611
H 2.780 -8.519 10.407
H 0.182 -8.906 13.668
H 0.799 -7.371 13.623
C -2.604 -9.608 17.054
C -3.055 -8.482 17.876
C -2.439 -8.621 19.358
O -2.798 -9.726 20.171
C -4.148 -9.665 20.698
N -2.691 -7.309 17.210
H -3.040 -9.478 16.064
H -2.957 -10.562 17.446
H -1.519 -9.596 16.950
H -4.131 -8.352 17.997
H -2.724 -7.668 19.804
H -1.357 -8.740 19.290
H -4.341 -10.671 21.072
H -4.901 -9.521 19.923
H -4.353 -9.038 21.566
H -3.235 -7.176 16.370
H -2.873 -6.536 17.833
```

Calculated values
Multiplicity ... 1
Total charge ... 0
ΔE to the lowest compared entry with this formula, charge and spin ... 133.2 kcal per mole
E_HOMO ... -8.25 eV
Largest force on an atom ... 3.5 eV Å⁻¹
Molar mass ... 999.5 g mol⁻¹
LUMO ... 0.346 eV

Results of the Löwdin charge analysis, in e, for atoms 1 through 5: atom 1 (O): -0.109, atom 2 (H): -0.056, atom 3 (H): -0.047, atom 4 (O): -0.033, atom 5 (H): 0.046

=====

4.
A molecular structure, C7H14N3OSn at a distorted geometry. Source: OMol25; level of theory: ωB97M-V/def2-TZVPD.

```
26
C7H14N3OSn ωB97M-V/def2-TZVPD
C -1.483 1.308 -3.289
Sn -2.864 0.072 1.140
N -2.276 1.019 3.086
H -4.279 0.445 -0.031
H -2.590 0.249 3.719
H -1.529 2.358 -3.102
H -2.272 0.951 -3.921
H -1.612 0.644 -2.339
H -0.698 0.926 -3.937
H -1.320 1.233 3.461
H -2.855 1.845 3.406
N 3.006 -2.830 -0.487
C 1.695 -2.431 -0.578
O 0.811 -3.162 -1.001
C 1.405 -1.046 -0.080
C 2.362 -0.155 0.422
C 1.898 1.098 0.821
C 0.532 1.368 0.793
N -0.428 0.404 0.652
C 0.047 -0.708 0.020
H 3.243 -3.719 -0.927
H 3.744 -2.226 -0.188
H 3.387 -0.488 0.575
H 2.592 1.856 1.161
H 0.196 2.383 0.962
H -0.712 -1.395 -0.339
```

Calculated values
Multiplicity ... 1
Total charge ... +1
ΔE to the lowest compared entry with this formula, charge and spin ... 0.0 kcal per mole
E_HOMO ... -11.44 eV
Largest force on an atom ... 3.5 eV Å⁻¹
Molar mass ... 274.9 g mol⁻¹
LUMO ... -3.906 eV

Results of the natural (NBO) charge analysis, in e, for atoms 1 through 5: atom 1 (C): -0.858, atom 2 (Sn): 1.019, atom 3 (N): -1.124, atom 4 (H): -0.294, atom 5 (H): 0.424

=====

5.
11 unconnected molecules or ions with the total composition C31H55N10O3SSi at a distorted geometry. Source: OMol25; level of theory: ωB97M-V/def2-TZVPD.

```
101
C31H55N10O3SSi ωB97M-V/def2-TZVPD
C -5.708 5.567 6.592
C -6.670 4.928 5.608
O -6.435 3.497 5.426
C -6.561 2.669 6.485
O -7.608 2.314 6.879
C -5.225 2.181 6.996
C -5.332 0.745 7.547
C -5.686 -0.377 6.562
S -4.700 -0.319 5.049
C -5.857 0.324 3.842
C -5.167 0.330 2.462
O -4.515 -0.893 2.213
Si -2.855 -1.226 2.126
C -2.563 -2.046 0.506
C -2.424 -2.384 3.530
C -1.891 0.348 2.331
H -6.030 5.442 7.641
H -4.682 5.161 6.486
H -5.644 6.654 6.399
H -6.577 5.343 4.590
H -7.723 5.023 5.927
H -4.904 2.869 7.807
H -4.468 2.295 6.203
H -6.163 0.725 8.280
H -4.408 0.460 8.079
H -6.754 -0.412 6.280
H -5.431 -1.360 6.997
H -4.815 -1.605 4.703
H -6.094 1.347 4.189
H -6.772 -0.293 3.871
H -4.468 1.179 2.376
H -5.964 0.488 1.707
H -1.613 -1.687 0.076
H -2.499 -3.144 0.627
H -3.378 -1.829 -0.212
H -2.051 -1.886 4.441
H -1.621 -3.071 3.190
H -3.276 -3.022 3.827
H -1.791 0.911 1.388
H -0.879 0.035 2.661
H -2.289 1.043 3.095
C -8.238 -0.380 -0.542
C -6.859 -0.292 -1.011
N -5.782 -0.241 -1.409
H -8.420 0.368 0.228
H -8.914 -0.198 -1.376
H -8.423 -1.375 -0.142
C 1.117 -2.431 -2.260
C 1.002 -1.594 -1.072
N 0.936 -0.906 -0.154
H 1.152 -1.788 -3.138
H 2.036 -3.011 -2.206
H 0.262 -3.102 -2.320
C 4.353 0.914 -0.771
C 3.740 0.614 -2.060
N 3.243 0.365 -3.065
H 3.914 1.825 -0.368
H 4.163 0.090 -0.087
H 5.425 1.050 -0.900
C 5.536 1.945 -5.423
C 6.899 2.281 -5.037
N 7.983 2.534 -4.754
H 5.008 1.501 -4.581
H 5.009 2.844 -5.739
H 5.557 1.237 -6.251
C 9.361 2.422 -7.928
C 8.161 1.659 -8.235
N 7.210 1.060 -8.474
H 9.443 3.264 -8.612
H 9.312 2.785 -6.902
H 10.243 1.793 -8.042
C 12.453 -0.914 -7.880
C 12.970 0.439 -8.062
N 13.416 1.488 -8.199
H 13.196 -1.492 -7.332
H 11.529 -0.894 -7.306
H 12.299 -1.398 -8.842
C 11.885 -3.865 -12.110
C 12.820 -3.010 -11.389
N 13.637 -2.386 -10.874
H 12.323 -4.853 -12.238
H 10.947 -3.965 -11.567
H 11.672 -3.444 -13.091
C -9.757 0.224 8.515
C -8.818 -0.854 8.224
N -8.084 -1.712 8.009
H -9.293 0.932 9.198
H -10.009 0.743 7.593
H -10.653 -0.196 8.967
C -4.951 -2.660 10.560
C -4.088 -2.051 9.555
N -3.400 -1.593 8.756
H -5.255 -1.907 11.284
H -5.830 -3.079 10.074
H -4.403 -3.450 11.071
C 8.306 -1.299 -12.299
C 8.416 -2.750 -12.361
N 8.499 -3.894 -12.415
H 7.423 -1.042 -11.718
H 9.193 -0.884 -11.821
H 8.218 -0.897 -13.307
```

Calculated values
Multiplicity ... 1
Total charge ... +1
ΔE to the lowest compared entry with this formula, charge and spin ... 0.0 kcal per mole
E_HOMO ... -12.27 eV
Largest force on an atom ... 2.6 eV Å⁻¹
Molar mass ... 676.0 g mol⁻¹
LUMO ... -2.382 eV

Results of the Löwdin charge analysis, in e, for atoms 1 through 5: atom 1 (C): -0.071, atom 2 (C): -0.187, atom 3 (O): -0.062, atom 4 (C): -0.547, atom 5 (O): 0.168

=====

6.
2 unconnected molecules or ions with the total composition C3H5NO2 at a distorted geometry. Source: OMol25; level of theory: ωB97M-V/def2-TZVPD.

```
11
C3H5NO2 ωB97M-V/def2-TZVPD
C -1.763 -0.805 -0.355
N -2.269 0.183 -0.018
O -2.577 1.327 0.083
H -1.316 -1.758 -0.339
C 0.860 0.742 0.034
C 1.611 -0.577 0.136
O 0.945 -1.572 0.244
H 0.114 0.802 0.992
H 0.176 0.603 -0.895
H 1.482 1.607 -0.059
H 2.738 -0.554 0.177
```

Calculated values
SMILES ... C#[N+][O-].CC=O
Multiplicity ... 1
Total charge ... 0
ΔE to the lowest compared entry with this formula, charge and spin ... 107.8 kcal per mole
E_HOMO ... -9.80 eV
Largest force on an atom ... 3.1 eV Å⁻¹
Molar mass ... 87.1 g mol⁻¹
LUMO ... 0.793 eV

Results of the natural (NBO) charge analysis, in e, for atoms 1 through 5: atom 1 (C): -0.046, atom 2 (N): 0.192, atom 3 (O): -0.415, atom 4 (H): 0.269, atom 5 (C): -0.733